{"formula": "C90H218N10O24", "method": "the ωB97M-V functional and the def2-TZVPD basis", "species": ["O", "H", "H", "O", "H", "H", "O", "H", "H", "O", "H", "H", "O", "H", "H", "O", "H", "H", "O", "H", "H", "O", "H", "H", "O", "H", "H", "O", "H", "H", "O", "H", "H", "O", "H", "H", "O", "H", "H", "O", "H", "H", "C", "C", "C", "C", "C", "C", "N", "O", "C", "C", "C", "H", "H", "H", "H", "H", "H", "H", "H", "H", "H", "H", "H", "H", "H", "H", "H", "H", "H", "H", "C", "C", "C", "C", "C", "C", "N", "O", "C", "C", "C", "H", "H", "H", "H", "H", "H", "H", "H", "H", "H", "H", "H", "H", "H", "H", "H", "H", "H", "H", "C", "C", "C", "C", "C", "C", "N", "O", "C", "C", "C", "H", "H", "H", "H", "H", "H", "H", "H", "H", "H", "H", "H", "H", "H", "H", "H", "H", "H", "H", "C", "C", "C", "C", "C", "C", "N", "O", "C", "C", "C", "H", "H", "H", "H", "H", "H", "H", "H", "H", "H", "H", "H", "H", "H", "H", "H", "H", "H", "H", "C", "C", "C", "C", "C", "C", "N", "O", "C", "C", "C", "H", "H", "H", "H", "H", "H", "H", "H", "H", "H", "H", "H", "H", "H", "H", "H", "H", "H", "H", "C", "C", "C", "C", "C", "C", "N", "O", "C", "C", "C", "H", "H", "H", "H", "H", "H", "H", "H", "H", "H", "H", "H", "H", "H", "H", "H", "H", "H", "H", "C", "C", "C", "C", "C", "C", "N", "O", "C", "C", "C", "H", "H", "H", "H", "H", "H", "H", "H", "H", "H", "H", "H", "H", "H", "H", "H", "H", "H", "H", "C", "C", "C", "C", "C", "C", "N", "O", "C", "C", "C", "H", "H", "H", "H", "H", "H", "H", "H", "H", "H", "H", "H", "H", "H", "H", "H", "H", "H", "H", "C", "C", "C", "C", "C", "C", "N", "O", "C", "C", "C", "H", "H", "H", "H", "H", "H", "H", "H", "H", "H", "H", "H", "H", "H", "H", "H", "H", "H", "H", "C", "C", "C", "C", "C", "C", "N", "O", "C", "C", "C", "H", "H", "H", "H", "H", "H", "H", "H", "H", "H", "H", "H", "H", "H", "H", "H", "H", "H", "H"], "positions_angstrom": [[-4.262021, -3.481234, 4.808132], [-4.656101, -3.134374, 4.007742], [-3.637201, -4.138834, 4.502512], [-5.210461, -2.753954, 2.073502], [-5.311781, -1.803244, 2.027452], [-5.692481, -3.083684, 1.315102], [4.111779, -8.032704, 0.912612], [4.501069, -8.252084, 0.066112], [4.211259, -7.083344, 0.983692], [-1.628031, -5.472184, -4.420068], [-1.988761, -6.358754, -4.409748], [-1.567031, -5.227154, -3.496778], [-3.716161, -7.274824, 2.737392], [-2.911331, -7.669264, 3.073382], [-4.347231, -7.994344, 2.720672], [4.192169, -4.780774, -5.394158], [4.522719, -3.959454, -5.030278], [3.587999, -4.510894, -6.085798], [1.725939, -10.301954, -0.100348], [0.843049, -10.639064, 0.051672], [1.589779, -9.419594, -0.445488], [0.209019, -7.751114, 1.284402], [0.495879, -6.838604, 1.320102], [0.191529, -7.960834, 0.350622], [-3.176891, -4.534104, 0.899272], [-3.023571, -5.418994, 1.230482], [-3.604191, -4.077334, 1.623852], [0.365519, -8.165514, -5.612868], [-0.398871, -7.813304, -5.156928], [0.813379, -7.394654, -5.961338], [-0.456661, -8.980724, 3.728432], [-0.122741, -8.653704, 2.893092], [0.140379, -8.619354, 4.383552], [1.020069, -8.067774, -1.673618], [1.799879, -7.565894, -1.910768], [0.529569, -8.149814, -2.491488], [-1.838671, -8.526624, -2.805428], [-1.776011, -9.272084, -2.208268], [-2.478471, -8.799134, -3.463158], [3.139759, -6.016504, -3.140398], [4.023959, -6.142024, -2.795918], [3.268609, -5.832034, -4.070778], [5.262399, 2.404506, 1.144732], [5.029929, 3.563656, 0.193172], [3.761209, 3.226716, -0.783238], [2.353779, 3.484516, -0.312328], [2.335029, 4.903616, 0.329562], [3.351749, 5.272666, 1.406272], [4.770989, 4.920636, 0.843482], [5.843069, 5.197946, 1.790932], [3.249929, 6.814686, 1.775782], [3.137729, 4.469826, 2.635722], [6.239489, 3.698636, -0.751998], [6.230829, 2.520466, 1.631352], [5.393499, 1.444306, 0.645792], [4.470569, 2.359936, 1.892462], [3.943349, 3.757356, -1.717768], [3.790249, 2.168536, -1.043088], [2.128619, 2.774596, 0.483542], [1.509099, 3.414466, -0.997678], [1.330699, 4.993416, 0.743522], [2.217989, 5.650666, -0.455508], [2.354199, 6.902306, 2.390672], [4.112009, 7.091466, 2.382662], [3.315199, 7.506566, 0.936062], [3.735379, 4.739986, 3.506312], [2.134559, 4.768476, 2.939972], [3.017869, 3.386856, 2.605552], [5.998029, 4.506346, -1.442948], [6.196919, 2.828546, -1.407148], [7.251069, 3.720926, -0.346648], [5.868269, 6.156636, 1.834272], [-7.176881, 3.969786, 2.912962], [-6.340521, 2.862096, 3.601712], [-6.178801, 3.054406, 5.069752], [-7.212691, 2.461356, 5.927792], [-7.459831, 0.955416, 5.629232], [-7.981391, 0.870986, 4.126792], [-6.943231, 1.532726, 3.235922], [-6.939991, 1.235446, 1.900312], [-8.090011, -0.639174, 3.813702], [-9.391621, 1.449306, 3.982252], [-4.891841, 3.008966, 3.053762], [-7.236251, 3.962646, 1.824602], [-6.766851, 4.942756, 3.183682], [-8.194871, 3.898756, 3.296032], [-5.195591, 2.946046, 5.527622], [-6.302371, 4.137286, 5.055392], [-8.136381, 3.037156, 5.869872], [-6.877701, 2.600606, 6.955652], [-8.044881, 0.434286, 6.387022], [-6.447111, 0.554456, 5.670742], [-8.444541, -0.883114, 2.812252], [-7.045021, -0.946714, 3.852642], [-8.672491, -1.240494, 4.511732], [-10.177041, 0.965106, 4.562562], [-9.540681, 2.515476, 4.153052], [-9.718671, 1.179546, 2.978082], [-4.206391, 3.716806, 3.519832], [-4.904441, 3.265246, 1.994392], [-4.362691, 2.056226, 3.073402], [-7.599291, 1.836956, 1.546612], [-3.722961, 0.462386, -4.069418], [-5.088391, -0.280154, -4.137908], [-4.892711, -1.735464, -3.905738], [-4.768741, -2.178014, -2.370868], [-6.032101, -1.662864, -1.566368], [-6.251701, -0.157724, -1.830058], [-6.107591, 0.269466, -3.242718], [-6.574581, 1.592846, -3.504248], [-7.691931, 0.098796, -1.394018], [-5.342651, 0.648016, -0.873898], [-5.475151, -0.134124, -5.569258], [-3.794971, 1.502876, -4.386118], [-2.985221, -0.006054, -4.720888], [-3.340891, 0.404126, -3.050238], [-5.463281, -2.404464, -4.549928], [-3.889561, -1.929644, -4.285308], [-3.775301, -1.808394, -2.116798], [-4.440831, -3.217204, -2.396858], [-5.816471, -1.843504, -0.513288], [-6.967211, -2.181474, -1.777788], [-7.924511, -0.156444, -0.360158], [-8.035271, 1.132066, -1.444858], [-8.474991, -0.420684, -1.946328], [-4.557321, 1.299296, -1.257548], [-5.992911, 1.371426, -0.382028], [-4.826501, 0.020296, -0.147498], [-6.427141, -0.598694, -5.826108], [-4.645181, -0.612354, -6.089408], [-5.561841, 0.877966, -5.964558], [-7.353991, 1.494096, -4.055948], [0.397859, -2.334314, -10.519158], [-0.123931, -3.702874, -9.945258], [-1.600431, -3.887144, -10.526878], [-2.176391, -5.295024, -10.443848], [-1.192111, -6.313894, -10.912128], [0.239839, -6.294364, -10.319258], [0.698159, -4.847334, -10.468838], [1.980539, -4.661864, -10.125238], [0.458679, -6.919604, -8.971338], [1.144999, -7.079274, -11.357758], [-0.261351, -3.646704, -8.437578], [0.353599, -2.305674, -11.607888], [1.416539, -2.211664, -10.151268], [-0.129271, -1.454714, -10.149648], [-2.258491, -3.172394, -10.032728], [-1.448661, -3.531004, -11.545808], [-3.178241, -5.244134, -10.870238], [-2.430381, -5.532124, -9.410718], [-1.274761, -6.278844, -11.998428], [-1.603771, -7.274024, -10.601028], [0.020769, -6.312464, -8.179058], [-0.000911, -7.905434, -9.042178], [1.487789, -6.988684, -8.618828], [0.673829, -7.976054, -11.760108], [1.316509, -6.435194, -12.220218], [2.141749, -7.290894, -10.970688], [-0.616491, -4.528784, -7.904748], [-0.888701, -2.865724, -8.007938], [0.658539, -3.487734, -7.874888], [2.380739, -4.384524, -10.952598], [1.598189, 5.927616, 5.831822], [0.105709, 6.254236, 5.872232], [-0.456311, 5.826406, 7.279142], [-0.330991, 6.840266, 8.471982], [-0.672641, 8.220206, 7.838552], [-0.073101, 8.779666, 6.536652], [-0.288731, 7.696656, 5.563242], [0.092379, 8.074336, 4.289232], [-1.009881, 10.002486, 6.219432], [1.389949, 9.171116, 6.916962], [-0.522701, 5.344236, 4.767772], [1.927399, 4.897896, 5.971062], [2.239209, 6.491276, 6.509682], [1.981859, 6.280056, 4.874382], [-1.529021, 5.661516, 7.178142], [0.011109, 4.873596, 7.527682], [0.698149, 6.877146, 8.829202], [-0.842831, 6.514146, 9.377392], [-0.388791, 8.881136, 8.657512], [-1.760801, 8.201896, 7.777852], [-2.038381, 9.732906, 5.979392], [-1.081121, 10.662486, 7.083962], [-0.665851, 10.612706, 5.384342], [1.675109, 8.734416, 7.874082], [2.040149, 8.793616, 6.127772], [1.491859, 10.246466, 7.063072], [-0.254731, 5.777856, 3.804302], [-1.592771, 5.551536, 4.775662], [-0.302151, 4.279816, 4.848262], [1.045719, 8.173446, 4.343172], [0.271479, -4.434684, -1.112418], [0.722939, -2.976904, -0.979228], [0.385369, -2.305854, -2.363148], [0.176439, -0.780054, -2.357638], [-0.597781, -0.257044, -1.123298], [-0.361681, -0.901864, 0.274072], [-0.086921, -2.343514, 0.132522], [-0.129411, -3.071674, 1.332272], [0.797049, -0.166384, 0.977542], [-1.706591, -0.712794, 1.056522], [2.304829, -2.807374, -0.684648], [0.732399, -4.980974, -1.935348], [-0.801271, -4.432754, -1.305578], [0.575149, -5.085534, -0.292488], [1.120049, -2.461424, -3.153178], [-0.524311, -2.783334, -2.727308], [-0.330091, -0.454484, -3.266228], [1.167729, -0.337624, -2.456128], [-1.590171, -0.633994, -1.370658], [-0.471801, 0.816866, -0.985608], [1.545539, 0.186866, 0.268262], [0.602829, 0.659606, 1.661742], [1.252999, -0.854414, 1.689462], [-2.510811, -1.324764, 0.648102], [-1.757501, -1.097444, 2.075132], [-2.097961, 0.303086, 1.110482], [2.995379, -3.438634, -1.243898], [2.434929, -2.822114, 0.397462], [2.371679, -1.762234, -0.986828], [-0.996831, -3.470634, 1.232212], [-2.051521, 8.327796, 0.006832], [-2.500021, 6.842146, 0.130632], [-4.092041, 6.803366, 0.034352], [-4.547441, 5.355326, -0.195178], [-3.937451, 4.843246, -1.464368], [-2.429721, 4.789396, -1.427958], [-2.024381, 6.147016, -1.067208], [-0.797141, 6.495336, -1.478018], [-2.087321, 3.660576, -0.432708], [-1.974211, 4.324636, -2.779608], [-1.975301, 6.389596, 1.554902], [-2.578241, 8.904076, -0.753798], [-0.979341, 8.490326, -0.103258], [-2.126341, 8.756616, 1.006132], [-4.319101, 7.201646, 1.023242], [-4.561211, 7.452276, -0.705158], [-5.616671, 5.250826, -0.379378], [-4.307101, 4.701906, 0.643502], [-4.264911, 5.498436, -2.271588], [-4.345861, 3.870436, -1.738128], [-0.999161, 3.675976, -0.371348], [-2.484391, 3.857456, 0.563122], [-2.500021, 2.672296, -0.635398], [-0.899961, 4.139986, -2.781178], [-2.464041, 3.399716, -3.084058], [-2.107151, 5.068186, -3.565468], [-0.903591, 6.332536, 1.364422], [-2.181161, 5.361006, 1.851072], [-2.117551, 6.971306, 2.465662], [-0.957571, 6.870646, -2.346928], [8.967329, -2.783234, 4.482422], [7.862589, -3.020694, 3.507322], [6.868159, -4.033804, 4.117022], [5.542959, -4.252014, 3.469072], [4.879369, -2.938304, 3.435352], [5.694349, -1.689704, 2.755722], [7.017609, -1.834154, 3.365712], [7.868009, -0.771604, 3.055782], [5.634009, -1.789974, 1.239452], [5.037599, -0.331874, 3.362502], [8.517769, -3.624614, 2.144292], [8.681369, -2.228234, 5.375902], [9.742389, -2.072394, 4.195892], [9.594709, -3.590454, 4.860432], [7.250099, -5.051524, 4.036672], [6.556889, -3.774014, 5.128812], [4.879179, -4.951294, 3.977502], [5.736389, -4.625124, 2.463352], [4.656599, -2.636484, 4.458762], [3.974439, -3.025564, 2.834032], [4.811059, -1.204594, 0.829352], [6.550769, -1.438424, 0.766112], [5.348459, -2.777484, 0.876992], [4.049499, -0.230144, 2.913712], [4.925649, -0.234294, 4.442332], [5.558929, 0.608816, 3.185282], [7.780439, -3.333624, 1.396112], [8.587819, -4.711624, 2.184452], [9.448759, -3.104324, 1.919202], [7.658679, -0.173814, 3.777202], [7.194459, -0.725664, -5.485688], [5.976389, -1.464004, -4.725988], [5.618319, -0.669104, -3.424358], [4.591239, 0.492566, -3.638718], [3.392689, 0.005686, -4.455778], [3.661249, -0.663324, -5.847188], [4.771749, -1.739224, -5.652458], [5.031709, -2.378084, -6.807748], [2.258489, -1.313154, -6.268538], [4.058499, 0.461656, -6.728558], [6.515729, -2.848524, -4.288468], [7.596729, -1.326354, -6.301438], [8.071539, -0.503614, -4.877808], [7.011349, 0.233526, -5.969968], [5.254789, -1.229194, -2.562818], [6.551339, -0.250794, -3.046738], [5.038169, 1.286686, -4.236828], [4.355279, 1.005496, -2.706338], [2.544659, 0.690136, -4.434208], [3.034759, -0.797524, -3.811698], [1.485689, -0.544784, -6.290708], [2.261179, -1.659924, -7.301898], [2.023169, -2.146664, -5.606728], [3.167589, 0.958206, -7.113038], [4.731039, 1.187186, -6.270978], [4.505489, 0.150686, -7.672808], [5.892899, -3.259484, -3.493928], [7.408949, -2.703414, -3.680828], [6.621669, -3.545774, -5.119558], [5.596049, -1.737684, -7.247068], [-1.632411, 1.216646, 4.866802], [-0.950751, 0.344866, 6.010072], [-0.828261, -1.120784, 5.597762], [0.236979, -1.315894, 4.626472], [1.567689, -0.875074, 5.199332], [1.575469, 0.613116, 5.710642], [0.349399, 0.783106, 6.517092], [0.322889, 2.079116, 7.077072], [2.747319, 0.753626, 6.744462], [1.673809, 1.567446, 4.576952], [-1.961121, 0.521716, 7.214512], [-2.663921, 0.964236, 4.621072], [-0.966211, 1.191136, 4.004472], [-1.686661, 2.279616, 5.101832], [-0.435941, -1.626384, 6.480122], [-1.812931, -1.452004, 5.267892], [0.059379, -0.843384, 3.660402], [0.387849, -2.333444, 4.265992], [2.164079, -0.885904, 4.287022], [1.996269, -1.693714, 5.777482], [3.523719, 0.358366, 6.089422], [2.961709, 1.747596, 7.137112], [2.557239, 0.105916, 7.600292], [2.714639, 1.832896, 4.391722], [1.188969, 1.186766, 3.678002], [1.258169, 2.564996, 4.719232], [-2.956821, 0.154056, 6.966502], [-1.974871, 1.554436, 7.562912], [-1.666191, -0.087654, 8.068782], [0.199409, 1.848906, 8.000852]], "forces_ev_per_angstrom": [[0.1, 0.1, 0.4], [-0.3, 0.0, -0.4], [0.1, -0.2, 0.0], [0.2, -0.1, 0.2], [0.0, 0.5, 0.0], [-0.2, -0.2, -0.2], [-0.1, 0.0, 0.1], [0.1, -0.2, -0.2], [0.0, 0.3, 0.1], [0.1, 0.1, -0.4], [-0.2, -0.2, 0.1], [0.1, 0.0, 0.3], [0.0, 0.4, -0.2], [0.4, -0.2, 0.2], [-0.2, -0.1, 0.0], [-0.2, -0.8, 0.0], [0.0, 0.6, 0.1], [0.0, 0.2, -0.3], [0.2, -0.5, 0.2], [-0.1, -0.1, 0.1], [0.0, 0.3, -0.3], [-0.2, 0.0, 0.3], [0.1, 0.3, 0.0], [0.1, -0.1, -0.5], [0.5, 0.2, -0.3], [-0.1, -0.5, 0.1], [-0.3, 0.3, 0.2], [0.0, -0.4, 0.0], [-0.1, 0.2, 0.2], [0.1, 0.2, -0.1], [-0.5, -0.2, 0.5], [0.2, 0.2, -0.7], [0.1, 0.0, 0.2], [-0.2, 0.1, 0.5], [0.4, 0.4, -0.2], [-0.3, -0.1, -0.3], [0.2, 0.4, -0.2], [0.1, -0.2, 0.2], [-0.2, -0.2, -0.2], [-0.6, -0.4, 1.0], [0.2, 0.0, 0.0], [0.3, 0.4, -0.6], [0.3, 0.2, 0.6], [-1.3, 0.7, -0.4], [1.0, -0.1, -0.4], [0.8, 1.4, 2.3], [-1.6, -0.1, -0.6], [2.6, -0.6, -1.2], [-0.6, 0.6, -1.0], [-1.0, -0.9, -0.1], [0.9, -1.5, -0.2], [-2.0, 0.1, 1.9], [-1.0, -0.3, -0.7], [-0.1, 0.3, 0.4], [-0.5, 0.0, -0.3], [0.2, -0.3, -0.1], [0.0, 0.2, -0.1], [0.6, -0.2, 0.1], [-0.1, -0.2, 0.1], [0.5, -0.1, -0.5], [-0.1, 0.1, 0.7], [0.9, 0.2, -0.2], [-0.1, 0.4, -0.2], [-0.1, -0.1, 0.4], [-0.6, -0.3, -0.2], [0.5, 0.0, -0.3], [-0.4, 0.0, 0.4], [0.5, 0.1, -0.6], [0.5, 0.4, 0.2], [0.1, -0.4, 0.0], [-0.3, 0.4, 0.4], [0.1, 0.1, -0.3], [-0.3, 0.2, 1.0], [0.9, -0.9, -2.7], [-0.3, 1.8, 0.1], [-1.4, -0.9, 1.6], [1.0, 1.9, -1.4], [-0.2, -0.5, 1.0], [1.1, -0.6, 3.6], [-0.5, 0.1, -0.3], [1.3, 0.3, -0.6], [-0.6, 0.0, -0.5], [0.2, -1.0, -1.4], [0.3, -0.4, 0.0], [0.0, 0.1, 0.0], [-0.1, 0.3, 0.0], [0.3, -0.8, -0.7], [0.1, 0.3, 0.9], [-0.3, -0.1, -0.1], [-0.1, -0.2, 0.2], [-0.4, 0.1, -0.4], [0.0, -0.6, -0.2], [-0.1, 0.3, -0.1], [0.0, -0.6, 0.0], [0.0, 0.4, 0.3], [0.4, -0.3, 0.6], [0.3, 0.0, -0.1], [0.0, 0.5, -0.4], [-0.6, 0.3, 0.5], [-0.1, 0.0, -0.1], [-0.1, -0.2, 0.3], [-0.4, 0.1, -0.8], [0.1, -0.1, 0.8], [0.1, 2.3, 0.0], [1.5, -1.8, 1.7], [-0.6, 0.7, -2.3], [2.0, -0.7, -1.2], [0.1, 1.0, 0.4], [-1.2, -1.7, -0.1], [1.2, -0.4, 0.5], [-1.5, 0.6, 0.2], [0.0, 0.8, 0.4], [-0.6, 0.1, -1.4], [-0.2, 0.1, 0.2], [0.0, -0.1, -0.1], [0.2, 0.2, 0.1], [-0.9, 0.2, 0.4], [0.2, -0.1, -0.2], [-0.3, 1.1, 1.0], [-1.2, -0.6, 0.4], [-0.2, 0.4, 0.1], [0.3, -0.4, -0.5], [0.7, -0.3, 0.3], [0.6, 0.3, -0.2], [0.4, -0.4, -0.5], [0.0, -0.3, -0.9], [0.2, -0.2, 0.5], [-0.3, 0.0, 0.2], [0.0, -0.4, 0.1], [-0.3, -0.1, -0.6], [0.3, 0.2, 0.4], [-0.2, -0.3, 0.0], [0.4, -1.0, 0.8], [-2.1, -0.4, -0.5], [1.5, 0.4, 0.1], [0.1, 1.5, 1.7], [-0.8, -1.3, 0.1], [1.5, 1.7, -2.5], [-3.7, 0.3, -0.7], [2.7, 0.0, 0.8], [-0.7, 0.3, 0.8], [-0.2, 0.8, 0.1], [0.7, 0.0, 2.0], [0.2, -0.2, 0.0], [0.2, 0.1, -0.3], [-0.4, -0.3, 0.2], [0.0, 0.1, 0.1], [-0.6, -0.4, -0.4], [0.2, -0.6, -0.8], [0.2, 0.3, 0.5], [1.0, -0.2, -0.2], [0.0, -0.4, -0.3], [-0.6, -0.4, 0.0], [0.1, -0.1, 0.6], [0.3, -0.2, -0.8], [0.0, -0.2, 0.4], [-0.2, 0.1, -0.1], [-0.2, -0.2, 0.3], [-0.4, -0.3, -0.7], [-0.3, 0.4, -0.7], [0.7, 0.1, -0.5], [0.5, 0.0, 0.0], [1.2, 1.5, -0.3], [-0.2, -0.7, 0.9], [-0.3, 0.4, 0.4], [1.9, -0.2, -2.9], [-1.2, -0.4, 2.5], [-1.1, -0.9, 1.7], [-0.4, -1.1, 1.0], [0.3, 0.2, -0.6], [0.7, -0.1, -0.4], [-0.5, -0.1, -0.8], [-0.7, 1.7, 0.3], [-0.7, -0.2, -0.2], [-0.3, 0.2, 0.6], [0.1, -0.4, -0.4], [-0.1, -0.2, -0.2], [-0.1, -0.1, -0.1], [0.4, -0.1, -0.2], [-0.8, 0.4, -0.4], [-0.4, 0.8, -0.2], [-0.2, 0.4, -0.2], [0.2, -0.5, 0.0], [0.3, -0.1, 0.2], [0.3, -0.1, -0.1], [0.1, -0.3, -0.2], [0.5, 0.4, 0.1], [0.1, 0.0, -0.4], [0.5, -0.4, -0.1], [-0.3, -0.5, 0.3], [0.1, 0.2, 0.2], [0.6, 0.2, -0.4], [0.4, -0.3, -0.1], [1.1, 0.1, 0.2], [-0.9, 0.5, 0.5], [1.0, 0.0, 1.1], [0.0, -1.7, -0.4], [0.0, 0.3, 0.4], [-0.4, 0.4, -2.4], [0.4, 0.3, -0.3], [0.5, -0.4, 0.8], [-0.3, -0.8, 0.3], [-2.4, 0.8, -0.1], [0.3, 0.6, -0.5], [-0.2, -0.2, 0.5], [-0.5, 0.3, 0.5], [0.4, -0.6, 0.4], [-0.2, 0.0, 0.0], [-0.2, -0.1, 0.0], [0.2, 0.3, 0.3], [-0.6, 0.9, 0.1], [-0.6, 0.0, -0.3], [0.1, -0.2, -0.1], [-0.8, 0.4, -0.5], [0.4, -0.4, -0.2], [0.0, 0.0, -0.8], [0.9, 0.2, 0.3], [0.4, 0.2, -0.3], [-0.2, -0.1, 0.0], [0.3, -0.3, 0.0], [0.9, 0.1, 0.0], [-0.4, -0.5, 0.4], [0.4, -0.2, 0.9], [-1.2, 1.4, -0.4], [1.3, -0.7, 1.4], [-0.5, 0.3, 0.1], [-0.5, 0.0, -0.7], [-1.6, -1.0, 0.8], [-2.2, -0.8, 0.6], [2.8, 0.1, -0.6], [0.7, 0.7, 0.8], [1.3, 0.5, -0.7], [0.9, -1.3, -1.2], [-0.1, -0.1, 0.1], [0.1, -0.6, -0.6], [-0.9, 0.4, -0.1], [-0.8, -0.1, 0.1], [0.6, 0.1, -0.2], [-0.3, 0.4, 0.5], [0.0, 0.2, 0.1], [0.1, 0.2, -0.2], [0.1, -0.3, 0.2], [0.2, -0.6, 0.3], [0.2, 0.3, 0.0], [0.3, 0.0, -0.8], [0.2, -0.2, 0.1], [-0.1, 0.1, 0.2], [-0.4, 0.1, 0.0], [0.4, 0.2, 0.3], [-0.5, -0.1, -0.3], [-0.4, 0.6, -0.5], [0.3, 0.3, -0.1], [1.6, 1.7, 1.6], [-1.3, -1.9, -1.1], [0.3, -1.9, 0.5], [0.4, 0.8, -1.6], [-0.9, 2.6, -1.4], [-0.6, -1.2, 2.6], [0.9, 0.0, 0.6], [0.0, 1.1, -0.5], [-0.5, 0.5, -0.5], [0.3, -0.7, -0.9], [-1.7, 1.4, 1.1], [-0.9, -0.4, 0.3], [-0.1, 0.0, -1.1], [-0.7, -0.8, -0.4], [1.0, 0.1, 0.9], [1.0, 0.1, 0.4], [0.4, -0.2, 0.2], [-0.3, -0.2, -0.3], [-0.3, 0.1, 0.0], [-0.5, 0.3, 0.3], [0.0, 0.5, 0.1], [0.0, -0.1, 0.0], [0.6, -0.4, 0.2], [-0.1, 0.0, 0.0], [0.0, -1.1, 0.2], [0.4, -0.2, -0.9], [0.2, -0.3, -0.4], [0.3, 0.1, 0.1], [0.0, -0.3, 0.1], [0.4, 0.5, 0.0], [-0.6, -0.2, -0.2], [0.6, 0.0, -0.8], [-0.7, 1.3, -0.6], [1.1, 0.1, -1.6], [-0.1, -1.9, 1.6], [-0.2, -0.4, 2.0], [-2.5, 1.9, 4.0], [1.1, -0.1, -1.2], [1.8, 0.3, -0.4], [0.1, 0.4, -1.9], [-0.3, 0.7, 0.7], [-0.1, -0.5, 0.0], [-0.2, -0.4, 0.6], [-0.8, 0.2, 0.2], [-0.2, -0.8, -0.4], [0.1, 0.1, -0.2], [0.5, 0.2, 0.0], [-0.4, -0.4, 0.1], [0.2, 0.4, -0.6], [-0.5, -0.5, 0.0], [0.0, 0.1, 0.6], [0.4, -0.3, 0.0], [-0.1, 0.1, 0.0], [-0.1, 0.4, 0.4], [-0.1, -0.1, 0.0], [0.4, -0.3, -0.1], [-0.7, -0.2, -0.4], [0.6, 0.0, -0.7], [0.3, 0.1, 0.2], [0.4, -0.1, -1.1], [1.5, 0.1, 0.1], [-2.3, 1.7, 0.6], [-0.8, 0.6, 1.2], [1.0, -0.3, -1.8], [0.3, 0.8, -1.7], [-0.7, -1.1, 2.7], [-0.1, -1.1, -0.4], [-0.2, 0.2, -0.2], [-0.5, -0.5, -1.4], [0.5, 1.2, -1.1], [0.8, -0.9, -0.2], [0.2, -0.6, 0.0], [-0.4, -0.2, -0.5], [0.2, 0.1, 0.6], [-0.8, -0.4, 0.4], [0.0, -0.3, 0.2], [-0.2, 0.6, 0.0], [-0.3, -0.4, 0.4], [0.8, 0.2, 0.1], [-0.1, 0.6, 0.9], [0.9, 0.2, 0.8], [-0.1, 0.1, -0.5], [0.1, -0.2, -0.2], [0.3, -0.5, -0.4], [0.3, -0.1, -0.1], [-0.5, -0.1, 0.6], [-0.1, 0.3, -0.3], [-0.3, 0.0, -0.3], [0.3, -0.1, 0.1], [0.1, 0.4, 0.2]], "total_charge": 0, "e_above_lowest_kj_mol": 490.5, "e_homo_ev": -7.927}